Entry 1:
This record from OMol25 describes a cluster of 5 separate species, C18H49BN4O8 in total. The level of theory is wB97M-V/def2-TZVPD.

Values from the calculation:
Kohn-Sham gap in eV: 9.52
E_LUMO in eV: 0.19
Charge: 0
Energy above the lowest of the compared OMol25 structures with the same formula, charge and spin in kcal per mole: 40.1
Structure (SMILES): COC[C@@H](C)N.COC[C@@H](C)N.COC[C@@H](C)N.COC[C@@H](C)N.CB(O)OC(=O)O
HOMO level in eV: -9.323
Multiplicity: 1

```
80
Properties=species:S:1:pos:R:3:lowdin_charge:R:1
C 2.84 1.38 1.19 0.003
B 2.90 -0.05 1.99 -0.422
O 1.69 -0.43 2.79 0.020
O 4.01 -1.03 1.98 0.089
C 5.20 -0.53 2.69 -0.273
O 6.31 -0.35 1.92 0.014
O 5.27 -0.16 4.11 0.044
H 2.12 2.18 1.70 0.078
H 2.36 1.16 0.13 0.083
H 3.88 1.91 1.05 0.087
H 1.13 -0.98 2.15 0.114
H 4.82 -0.84 4.70 0.149
C 0.15 1.11 -4.86 -0.073
C 1.28 1.45 -3.90 -0.424
C 1.54 0.36 -2.83 -0.193
O 0.58 0.34 -1.77 -0.209
C -0.63 -0.34 -2.08 -0.102
N 1.01 2.76 -3.28 0.036
H -0.84 1.25 -4.41 0.064
H 0.18 1.76 -5.74 0.078
H 0.22 0.07 -5.21 0.078
H 2.20 1.54 -4.50 0.137
H 2.50 0.58 -2.35 0.116
H 1.63 -0.63 -3.28 0.109
H -0.46 -1.20 -2.73 0.077
H -1.34 0.35 -2.52 0.077
H -1.06 -0.70 -1.14 0.075
H 1.82 3.02 -2.72 0.071
H 0.27 2.62 -2.59 0.061
C 2.16 -4.03 -1.17 -0.064
C 0.87 -3.97 -1.98 -0.429
C 0.03 -5.27 -1.92 -0.195
O 0.55 -6.34 -2.73 -0.193
C 1.61 -7.07 -2.12 -0.108
N 1.19 -3.61 -3.37 0.041
H 2.94 -4.61 -1.67 0.068
H 2.56 -3.02 -1.02 0.074
H 1.98 -4.46 -0.18 0.080
H 0.25 -3.17 -1.55 0.118
H -0.96 -5.05 -2.32 0.121
H -0.12 -5.60 -0.89 0.118
H 1.49 -7.15 -1.04 0.090
H 2.56 -6.61 -2.37 0.073
H 1.61 -8.08 -2.55 0.089
H 0.32 -3.47 -3.89 0.072
H 1.60 -4.43 -3.81 0.075
C -1.97 6.18 2.08 -0.074
C -1.35 5.63 0.80 -0.426
C -1.13 4.10 0.82 -0.201
O -0.01 3.67 1.61 -0.210
C -0.27 3.59 3.00 -0.101
N -0.09 6.35 0.54 0.037
H -1.25 6.24 2.91 0.065
H -2.35 7.20 1.92 0.078
H -2.81 5.56 2.41 0.078
H -2.05 5.86 -0.01 0.136
H -0.91 3.78 -0.20 0.117
H -2.04 3.57 1.13 0.105
H -1.30 3.27 3.21 0.085
H -0.06 4.54 3.48 0.076
H 0.42 2.85 3.42 0.085
H 0.27 6.05 -0.37 0.072
H 0.61 6.00 1.20 0.072
C -4.91 -0.79 2.32 -0.074
C -3.79 -1.76 2.66 -0.428
C -2.44 -1.06 2.96 -0.192
O -1.75 -0.60 1.80 -0.203
C -2.21 0.65 1.30 -0.107
N -3.66 -2.75 1.58 0.036
H -4.84 -0.40 1.30 0.064
H -5.88 -1.29 2.39 0.078
H -4.93 0.06 3.01 0.078
H -4.09 -2.29 3.58 0.135
H -1.77 -1.80 3.42 0.121
H -2.55 -0.26 3.69 0.120
H -2.52 1.32 2.11 0.083
H -3.02 0.49 0.59 0.079
H -1.38 1.12 0.76 0.083
H -2.97 -3.45 1.86 0.071
H -3.21 -2.27 0.79 0.066
```


Entry 2:
This record from OMol25 describes a structure of composition C18H50AlF2N6O12S2. The level of theory is wB97M-V/def2-TZVPD.

Values from the calculation:
Kohn-Sham gap in eV: 2.82
E_LUMO in eV: -8.61
Charge: +1
HOMO level in eV: -11.434
Multiplicity: 1

```
91
Properties=species:S:1:pos:R:3:lowdin_charge:R:1
Al -2.96 1.20 3.29 0.941
N -0.12 -2.51 -3.26 -0.096
S -0.07 -3.38 -4.63 0.457
O 0.76 -4.52 -4.60 -0.187
O -0.09 -2.57 -5.80 -0.205
F -1.52 -3.99 -4.61 -0.152
S 1.40 -1.80 -3.30 0.507
O 1.51 -0.65 -4.12 -0.227
O 2.48 -2.68 -3.13 -0.182
F 1.24 -1.18 -1.86 -0.161
N -0.04 1.00 0.65 -0.535
O -0.59 0.31 -0.25 0.006
O -0.51 1.04 1.80 -0.123
O 1.06 1.58 0.41 -0.011
C 0.19 4.32 5.83 -0.040
C -0.83 3.70 4.87 -0.420
C -0.85 4.38 3.52 -0.222
O -1.83 3.84 2.67 -0.297
C -2.23 4.76 1.69 -0.109
N -0.67 2.20 4.80 0.015
H 0.11 3.88 6.82 0.084
H 0.05 5.40 5.81 0.088
H 1.19 4.13 5.44 0.059
H -1.85 3.90 5.25 0.137
H 0.15 4.29 3.05 0.142
H -1.00 5.46 3.62 0.128
H -2.32 5.79 2.03 0.095
H -3.15 4.47 1.18 0.092
H -1.49 4.80 0.87 0.098
H 0.29 2.06 4.37 0.041
H -0.60 1.98 5.79 0.072
C -2.10 2.29 -4.72 -0.005
C -2.28 0.86 -4.10 -0.358
C -2.76 -0.08 -5.16 -0.229
O -2.90 -1.37 -4.67 -0.179
C -3.69 -2.19 -5.53 -0.078
N -1.09 0.45 -3.46 0.277
H -1.74 2.96 -3.94 0.082
H -3.05 2.66 -5.10 0.097
H -1.32 2.23 -5.48 0.089
H -3.10 1.04 -3.38 0.169
H -2.05 -0.07 -6.01 0.150
H -3.74 0.21 -5.55 0.133
H -4.23 -2.96 -4.98 0.095
H -3.00 -2.67 -6.25 0.089
H -4.43 -1.61 -6.09 0.092
H -0.75 1.22 -2.87 0.108
H -0.27 0.23 -4.06 0.095
C 3.18 1.55 5.94 -0.057
C 3.24 1.15 4.48 -0.407
C 3.18 -0.34 4.25 -0.240
O 4.26 -0.97 4.85 -0.174
C 4.29 -2.36 4.64 -0.107
N 2.11 1.83 3.76 0.039
H 3.28 2.63 6.01 0.075
H 4.04 1.14 6.47 0.084
H 2.25 1.25 6.43 0.081
H 4.17 1.57 4.08 0.145
H 3.17 -0.50 3.15 0.130
H 2.22 -0.76 4.59 0.134
H 3.38 -2.88 4.98 0.090
H 5.12 -2.70 5.25 0.093
H 4.39 -2.58 3.58 0.089
H 2.35 1.85 2.77 0.075
H 2.14 2.78 4.12 0.048
C -1.61 -7.01 -0.83 -0.051
C -1.78 -5.50 -0.57 -0.410
C -0.52 -4.87 -0.11 -0.233
O -0.76 -3.51 0.06 -0.131
C 0.37 -2.79 0.50 -0.084
N -2.37 -4.83 -1.78 0.108
H -2.47 -7.46 -1.32 0.077
H -1.48 -7.55 0.10 0.085
H -0.81 -7.18 -1.56 0.087
H -2.53 -5.36 0.21 0.145
H 0.37 -5.11 -0.72 0.142
H -0.22 -5.25 0.88 0.145
H 0.23 -1.77 0.13 0.055
H 1.30 -3.16 0.05 0.097
H 0.48 -2.79 1.59 0.101
H -3.04 -5.50 -2.14 0.080
H -1.58 -4.80 -2.43 0.053
C 1.49 3.36 -4.10 -0.069
C 1.74 3.08 -2.64 -0.332
O 1.51 1.74 -2.34 -0.084
H 2.20 2.80 -4.72 0.086
H 1.63 4.43 -4.26 0.084
H 0.47 3.17 -4.42 0.038
H 1.12 3.77 -2.04 0.116
H 2.77 3.36 -2.38 0.124
H 1.55 1.65 -1.37 0.051
```


Entry 3:
This record from OMol25 describes a cluster of 10 separate species, C18H51BF4NO8 in total. The level of theory is wB97M-V/def2-TZVPD.

Values from the calculation:
Kohn-Sham gap in eV: 9.59
E_LUMO in eV: 2.58
Charge: -1
Energy above the lowest of the compared OMol25 structures with the same formula, charge and spin in kcal per mole: 0.0
HOMO level in eV: -7.011
Multiplicity: 1

```
83
Properties=species:S:1:pos:R:3:lowdin_charge:R:1
B -0.01 0.83 -0.12 -1.220
F -0.04 -0.11 1.00 0.056
F 0.09 2.04 0.48 0.184
F 1.20 0.46 -0.82 0.072
F -1.15 0.73 -0.93 0.142
C 0.79 -2.99 -0.48 -0.052
C 0.91 -4.06 -1.48 -0.268
N 0.93 -4.90 -2.28 0.118
H 1.60 -2.53 0.01 0.042
H 0.48 -2.09 -0.87 0.030
H -0.04 -3.33 0.20 0.111
C -3.97 -1.96 2.07 -0.082
C -3.54 -1.19 0.85 -0.304
O -2.20 -1.74 0.69 -0.134
H -3.32 -1.42 2.84 0.091
H -3.96 -3.04 1.95 0.069
H -5.14 -1.64 2.17 0.114
H -3.31 -0.19 0.92 0.076
H -4.19 -1.39 0.18 0.020
H -1.55 -0.97 0.45 0.079
C 0.16 0.17 -5.48 -0.037
C 0.53 0.39 -3.94 -0.322
O 1.54 -0.43 -3.52 -0.055
H 0.43 -0.82 -5.71 0.050
H 0.90 0.89 -5.93 0.075
H -0.80 0.55 -5.67 0.041
H -0.31 0.23 -3.27 0.095
H 0.84 1.45 -3.84 0.091
H 1.47 -0.33 -2.61 0.004
C -0.80 0.88 5.55 -0.095
C 0.14 0.21 4.59 -0.283
O 0.42 1.23 3.63 -0.061
H -0.53 1.97 5.85 0.119
H -0.81 0.52 6.48 0.001
H -1.87 0.92 5.30 0.075
H 0.04 -0.67 4.03 0.092
H 1.12 -0.09 5.20 0.132
H 0.47 0.91 2.80 -0.018
C -3.87 -0.35 -2.88 -0.106
C -5.05 0.33 -2.29 -0.396
O -5.91 -0.52 -1.67 -0.046
H -4.07 -1.25 -3.45 0.051
H -3.16 -1.03 -2.17 0.121
H -3.17 0.33 -3.46 0.093
H -5.44 1.11 -2.95 0.113
H -4.55 0.95 -1.60 0.084
H -6.63 -0.05 -1.23 0.104
C 3.25 -2.33 2.42 -0.043
C 3.35 -0.72 2.53 -0.208
O 4.75 -0.44 2.17 -0.089
H 3.52 -2.66 1.45 0.035
H 2.14 -2.58 2.54 0.083
H 3.82 -2.88 3.18 0.067
H 3.14 -0.48 3.42 0.022
H 2.65 -0.25 1.91 0.086
H 4.70 0.50 2.34 0.075
C 2.60 3.45 -2.47 -0.104
C 3.51 2.99 -1.40 -0.399
O 2.88 3.01 -0.18 -0.068
H 1.74 2.89 -2.74 0.015
H 3.21 3.66 -3.46 0.108
H 2.10 4.59 -2.21 0.150
H 4.36 3.60 -1.43 0.080
H 4.01 1.91 -1.47 0.139
H 2.00 2.74 -0.48 0.053
C 3.88 -2.55 -2.25 -0.051
C 4.10 -1.28 -1.37 -0.343
O 5.34 -1.49 -0.70 -0.170
H 3.49 -3.24 -1.57 0.020
H 4.69 -2.85 -2.80 0.041
H 2.84 -2.29 -2.76 0.108
H 3.20 -0.93 -0.75 0.104
H 4.20 -0.30 -1.92 0.090
H 5.65 -0.72 0.04 0.167
C -4.22 2.30 2.68 -0.058
C -2.75 2.35 2.22 -0.251
O -2.83 2.42 0.74 -0.074
H -4.54 1.90 3.64 0.072
H -4.47 1.56 2.02 0.023
H -4.51 3.31 2.57 0.063
H -2.29 1.42 2.37 0.068
H -2.17 2.93 2.88 0.092
H -2.02 2.42 0.25 0.028
```


Entry 4:
This record from OMol25 describes a cluster of 6 separate species, C18H51N3O6 in total. The level of theory is wB97M-V/def2-TZVPD.

Values from the calculation:
Kohn-Sham gap in eV: 9.44
E_LUMO in eV: 0.43
Charge: 0
Energy above the lowest of the compared OMol25 structures with the same formula, charge and spin in kcal per mole: 68.0
Structure (SMILES): COC[C@H](C)N.COC[C@H](C)N.COC[C@H](C)N.CCO.CCO.CCO
HOMO level in eV: -9.011
Multiplicity: 1

```
78
Properties=species:S:1:pos:R:3:lowdin_charge:R:1
C -0.26 -7.93 5.15 -0.065
C -0.41 -7.82 6.71 -0.447
C 0.35 -6.60 7.18 -0.196
O 1.77 -6.79 7.01 -0.204
C 2.62 -5.78 7.54 -0.097
N -1.82 -7.77 6.93 0.021
H -0.66 -7.01 4.71 0.075
H -0.75 -8.78 4.67 0.066
H 0.80 -8.08 4.91 0.068
H -0.03 -8.78 7.06 0.133
H 0.08 -6.37 8.21 0.116
H 0.04 -5.70 6.66 0.125
H 2.54 -5.97 8.61 0.084
H 2.31 -4.76 7.28 0.084
H 3.64 -5.97 7.21 0.087
H -2.18 -8.71 6.86 0.079
H -2.07 -7.38 7.83 0.069
C 9.00 4.48 -0.76 -0.052
C 8.36 5.67 -0.03 -0.426
C 6.90 5.47 0.54 -0.245
O 6.19 4.85 -0.43 -0.178
C 4.83 4.96 -0.27 -0.119
N 9.28 6.18 0.95 0.019
H 9.40 3.70 -0.11 0.073
H 9.89 4.86 -1.28 0.074
H 8.36 4.00 -1.50 0.072
H 8.25 6.51 -0.71 0.132
H 6.61 6.49 0.82 0.120
H 6.92 4.92 1.48 0.124
H 4.57 6.00 -0.40 0.088
H 4.58 4.80 0.78 0.087
H 4.35 4.30 -1.00 0.099
H 8.91 6.89 1.57 0.067
H 9.41 5.49 1.68 0.066
C -4.73 4.74 -1.01 -0.055
C -4.64 5.91 -2.04 -0.452
C -3.41 5.80 -2.94 -0.214
O -3.18 6.91 -3.87 -0.166
C -1.91 6.68 -4.44 -0.129
N -5.79 5.91 -2.88 0.027
H -4.05 4.96 -0.19 0.071
H -4.46 3.76 -1.39 0.071
H -5.75 4.62 -0.64 0.076
H -4.59 6.85 -1.48 0.138
H -3.41 4.79 -3.35 0.125
H -2.65 5.77 -2.16 0.113
H -1.95 5.90 -5.20 0.087
H -1.15 6.35 -3.73 0.078
H -1.61 7.67 -4.79 0.091
H -5.79 5.04 -3.39 0.073
H -5.65 6.55 -3.65 0.068
C -0.88 -8.32 -3.84 -0.058
C -0.75 -7.19 -2.65 -0.242
O -1.71 -6.11 -2.93 -0.125
H -0.23 -9.16 -3.58 0.056
H -0.39 -7.86 -4.69 0.053
H -1.87 -8.61 -4.20 0.061
H 0.19 -6.66 -2.77 0.092
H -0.87 -7.51 -1.62 0.094
H -1.77 -5.50 -2.20 0.068
C -5.14 0.51 -6.46 -0.085
C -6.26 0.25 -5.45 -0.347
O -7.12 1.35 -5.34 -0.066
H -4.61 1.39 -6.09 0.067
H -5.55 0.76 -7.44 0.070
H -4.38 -0.26 -6.61 0.071
H -5.80 0.12 -4.47 0.101
H -6.76 -0.70 -5.63 0.108
H -7.99 0.94 -5.38 0.081
C -0.53 0.06 0.62 -0.093
C -0.39 -0.65 1.94 -0.289
O -0.90 -2.04 1.89 -0.101
H 0.14 -0.29 -0.17 0.068
H -0.32 1.12 0.71 0.071
H -1.43 -0.17 0.05 0.073
H -0.70 -0.11 2.84 0.102
H 0.60 -0.80 2.36 0.101
H -1.68 -2.16 2.43 0.068
```


Entry 5:
This record from OMol25 describes a structure of composition C18H52CrCuO16. The level of theory is wB97M-V/def2-TZVPD.

Values from the calculation:
Kohn-Sham gap (spin up / spin down) in eV: 5.33 / 3.37
E_LUMO (spin up / spin down) in eV: -8.23 / -10.19
Charge: +2
Energy above the lowest of the compared OMol25 structures with the same formula, charge and spin in kcal per mole: 2.1
⟨S²⟩: 8.78
HOMO level (spin up / spin down) in eV: -13.562 / -13.561
Multiplicity: 6

```
88
Properties=species:S:1:pos:R:3:lowdin_charge:R:1
Cr 1.36 -0.92 -2.74 1.186
Cu 3.81 -0.70 -0.45 0.874
C 3.79 -1.44 -5.06 -0.084
C 4.31 -0.89 -3.77 -0.359
O 3.44 -1.14 -2.67 -0.402
H 2.95 -0.97 -5.57 0.080
H 3.70 -2.52 -4.99 0.092
H 4.50 -1.19 -5.86 0.102
H 4.39 0.21 -3.87 0.118
H 5.35 -1.14 -3.55 0.125
C -0.35 0.63 0.27 -0.015
C 1.18 0.84 0.31 -0.309
O 1.86 0.10 -0.65 -0.252
H -0.66 1.14 -0.65 0.058
H -0.80 1.16 1.11 0.080
H -0.70 -0.40 0.17 0.067
H 1.58 0.55 1.29 0.119
H 1.39 1.90 0.15 0.106
C 2.34 4.92 -1.33 -0.236
C 3.02 4.66 -0.02 -0.235
O 4.27 4.01 -0.33 -0.086
O 2.95 6.11 -1.88 -0.057
H 1.25 4.97 -1.32 0.117
H 2.51 4.12 -2.06 0.112
H 2.37 3.90 0.44 0.092
H 3.14 5.41 0.76 0.134
H 4.82 4.74 -0.64 0.089
H 3.40 5.83 -2.69 0.083
C -4.06 3.70 -0.58 -0.244
C -3.30 2.64 -1.41 -0.247
O -3.87 1.37 -1.18 -0.082
O -5.37 3.88 -1.05 -0.033
H -3.55 4.67 -0.67 0.121
H -4.01 3.47 0.49 0.116
H -2.25 2.63 -1.07 0.089
H -3.28 2.88 -2.47 0.123
H -3.80 1.22 -0.22 0.054
H -5.96 3.26 -0.62 0.096
C -2.63 -4.42 -1.58 -0.240
C -2.88 -3.50 -0.40 -0.236
O -1.90 -2.52 -0.14 -0.077
O -1.65 -5.39 -1.23 -0.052
H -2.34 -3.82 -2.46 0.103
H -3.55 -4.93 -1.87 0.133
H -3.11 -4.11 0.47 0.133
H -3.84 -3.09 -0.71 0.127
H -1.05 -2.95 0.09 0.062
H -1.52 -6.03 -1.93 0.094
C 0.39 -2.45 2.50 -0.209
C 0.35 -3.36 3.71 -0.247
O -0.93 -3.95 3.90 -0.037
O 0.50 -3.25 1.30 -0.073
H 1.22 -1.74 2.54 0.096
H -0.57 -1.94 2.51 0.116
H 0.54 -2.85 4.66 0.128
H 1.20 -4.06 3.71 0.125
H -1.02 -4.62 3.21 0.094
H 1.41 -3.21 1.01 0.082
C -1.66 -0.29 -3.11 -0.192
C -2.91 -0.93 -3.74 -0.203
O -2.62 -2.00 -4.65 -0.042
O -0.86 -1.37 -2.58 -0.157
H -2.05 0.41 -2.36 0.095
H -1.14 0.26 -3.91 0.129
H -3.41 -0.16 -4.33 0.138
H -3.56 -1.28 -2.93 0.132
H -1.82 -1.75 -5.12 0.086
H -1.55 -1.93 -2.15 0.080
C 5.27 -0.50 4.05 -0.233
C 4.42 -1.04 2.93 -0.165
O 4.26 -0.03 1.88 -0.124
O 4.49 0.50 4.70 -0.038
H 6.18 -0.08 3.61 0.135
H 5.64 -1.31 4.69 0.135
H 3.36 -1.20 3.16 0.110
H 4.97 -1.86 2.46 0.127
H 4.27 0.84 2.30 0.108
H 5.11 0.99 5.25 0.111
C -3.14 1.00 2.77 -0.244
C -3.54 1.27 4.22 -0.249
O -4.62 2.18 4.32 -0.040
O -4.20 0.81 1.84 -0.062
H -2.35 0.26 2.61 0.099
H -2.64 1.90 2.40 0.109
H -2.64 1.46 4.82 0.120
H -3.93 0.37 4.71 0.121
H -5.02 2.04 5.18 0.095
H -4.63 -0.03 2.06 0.107
```


Values of max |F|, in order: 0.1819; 0.0772; 0.1760; 0.0586; 0.0547, all in hartree/bohr.
Values of E_tot, in order: -1560.92507; -3185.07054; -1797.37002; -1331.90554; -4604.96903, all in a.u..